C3H6N2O | ωB97M-V/def2-TZVPD

The geometry in XYZ format:
```
12
Properties=species:S:1:pos:R:3:mulliken_charge:R:1
H 2.594 -0.211 0.736 0.215
N 1.726 0.243 1.033 -0.648
C 0.848 0.191 0.081 0.542
N 1.093 -0.406 -1.126 -0.523
C -0.578 0.680 0.433 0.397
C -1.667 -0.349 0.358 -0.907
O -0.770 1.866 0.641 -0.518
H 2.068 -0.428 -1.408 0.267
H 0.499 0.216 -1.750 0.276
H -1.253 -1.358 0.287 0.315
H -2.294 -0.285 1.251 0.314
H -2.266 -0.159 -0.537 0.269
```

The calculation puts the HOMO-LUMO gap at 0.3853 Ha. The total energy is -302.637870 Ha. As for the HOMO energy: -9.717 eV. The relative energy (zero: lowest compared OMol25 entry of this formula, charge and spin) comes out at 34.7 kcal/mol. The SMILES is [H]/N=C(\N)C(C)=O. The calculation puts the LUMO energy at 0.8 eV.

C4H12OS2 | ωB97M-V/def2-TZVPD

The geometry in XYZ format:
```
19
Properties=species:S:1:pos:R:3:mulliken_charge:R:1
C 0.000 0.000 0.000 -1.175
C -0.383 0.141 1.485 -0.244
S 0.797 -0.781 2.538 -0.110
S -0.421 -1.263 4.035 -0.133
C -0.215 0.001 5.367 -0.300
C 0.180 1.413 4.801 -1.117
H -0.213 -1.025 -0.348 0.298
H 1.079 0.196 -0.121 0.330
H -0.560 0.710 -0.632 0.338
H -0.351 1.197 1.816 0.201
H -1.417 -0.226 1.631 0.372
H -1.160 0.152 5.923 0.302
H 0.561 -0.298 6.098 0.286
H 0.197 2.080 5.679 0.330
H -0.442 1.877 4.018 0.234
H 1.209 1.310 4.417 0.391
O -2.246 4.598 6.519 -0.645
H -1.486 4.729 7.130 0.322
H -2.624 3.726 6.775 0.319
```

The calculation puts the HOMO-LUMO gap at 0.3424 Ha. The total energy is -1031.202943 Ha. As for the HOMO energy: -8.744 eV. The relative energy (zero: lowest compared OMol25 entry of this formula, charge and spin) comes out at 9.3 kcal/mol. The SMILES is CCSSCC.O. The calculation puts the LUMO energy at 0.6 eV.

C3H4O3Tl | ωB97M-V/def2-TZVPD

The geometry in XYZ format:
```
11
Properties=species:S:1:pos:R:3:mulliken_charge:R:1
C -0.025 -0.449 0.390 -0.359
C -1.296 -0.375 -0.275 -0.212
O 1.104 -0.993 -0.192 -0.495
H -0.011 -0.596 1.476 0.484
H -2.095 -0.980 0.165 0.298
H -1.616 -0.267 -1.310 0.295
H 1.043 -1.942 -0.337 0.340
O -1.145 1.630 -0.187 -0.447
C 0.035 1.545 0.200 0.852
O 1.126 1.997 0.104 -0.451
Tl 2.880 0.430 -0.035 0.695
```

The calculation puts the HOMO-LUMO gap (alpha / beta) at 0.2797 / 0.2798 Ha. The total energy is -514.527676 Ha. The net charge is +1. As for the HOMO energy (alpha / beta): -13.524 / -13.524 eV. The relative energy (zero: lowest compared OMol25 entry of this formula, charge and spin) comes out at 77.1 kcal/mol. The calculation puts the LUMO energy (alpha / beta) at -5.9 / -5.9 eV.

C17H22ClO2S | ωB97M-V/def2-TZVPD

The geometry in XYZ format:
```
43
Properties=species:S:1:pos:R:3:mulliken_charge:R:1
C 3.495 -1.045 2.379 -1.168
C 2.110 -0.604 2.806 -0.301
O 1.222 -0.532 1.698 -0.218
C -0.123 -0.283 2.085 0.269
C -0.573 1.032 1.886 -0.462
S -2.225 1.553 2.305 0.275
C -1.739 2.720 3.608 -1.038
C -2.330 2.802 0.989 -0.901
O -0.847 -1.138 2.610 -0.707
H 4.211 -1.040 3.204 0.381
H 3.464 -2.055 1.966 0.275
H 3.880 -0.384 1.600 0.282
H 1.672 -1.278 3.555 0.342
H 2.124 0.401 3.245 0.291
H 0.118 1.752 1.491 0.584
H -1.543 2.185 4.533 0.369
H -0.840 3.261 3.324 0.359
H -2.536 3.434 3.787 0.412
H -2.544 2.313 0.042 0.168
H -3.124 3.510 1.204 0.454
H -1.390 3.338 0.900 0.356
Cl 4.511 -0.217 -4.317 -0.145
C 2.992 -0.448 -3.570 0.458
C 2.837 -1.439 -2.600 -1.025
C 1.618 -1.646 -2.016 -0.226
C 0.498 -0.857 -2.384 0.740
C -0.783 -1.080 -1.834 1.128
C -2.010 -0.255 -2.120 -0.874
C -3.145 -0.956 -1.341 -0.653
C -2.472 -2.106 -0.658 -0.344
C -1.151 -2.132 -0.956 -0.657
C 0.686 0.155 -3.355 -0.332
C 1.907 0.347 -3.934 -0.932
H 3.687 -2.038 -2.323 0.438
H 1.505 -2.403 -1.260 0.303
H -1.851 0.777 -1.785 0.305
H -2.206 -0.220 -3.198 0.462
H -3.609 -0.279 -0.610 0.263
H -3.942 -1.310 -2.009 0.368
H -2.973 -2.829 -0.035 0.452
H -0.468 -2.875 -0.587 0.415
H -0.152 0.766 -3.642 0.407
H 2.044 1.105 -4.684 0.429
```

The calculation puts the HOMO-LUMO gap at 0.1827 Ha. The total energy is -1669.509903 Ha. The net charge is +1. As for the HOMO energy: -10.316 eV. The calculation puts the LUMO energy at -5.3 eV.

Repeat the first record exactly.
C3H6N2O | ωB97M-V/def2-TZVPD

The geometry in XYZ format:
```
12
Properties=species:S:1:pos:R:3:mulliken_charge:R:1
H 2.594 -0.211 0.736 0.215
N 1.726 0.243 1.033 -0.648
C 0.848 0.191 0.081 0.542
N 1.093 -0.406 -1.126 -0.523
C -0.578 0.680 0.433 0.397
C -1.667 -0.349 0.358 -0.907
O -0.770 1.866 0.641 -0.518
H 2.068 -0.428 -1.408 0.267
H 0.499 0.216 -1.750 0.276
H -1.253 -1.358 0.287 0.315
H -2.294 -0.285 1.251 0.314
H -2.266 -0.159 -0.537 0.269
```

The calculation puts the HOMO-LUMO gap at 0.3853 Ha. The total energy is -302.637870 Ha. As for the HOMO energy: -9.717 eV. The relative energy (zero: lowest compared OMol25 entry of this formula, charge and spin) comes out at 34.7 kcal/mol. The SMILES is [H]/N=C(\N)C(C)=O. The calculation puts the LUMO energy at 0.8 eV.